# 1
C4H7NO2 | ωB97M-V/def2-TZVPD

The geometry in XYZ format:
```
14
C4H7NO2 | OMol25 | ωB97M-V/def2-TZVPD
C -0.409 -0.473 0.413
C -0.977 -1.499 -0.225
C 0.402 0.667 -0.006
C 0.620 1.790 0.982
N -0.510 -1.693 -2.691
O -1.154 -2.043 -1.434
O 1.010 0.656 -1.091
H -0.546 -0.556 1.451
H -1.637 -2.267 0.395
H 1.363 1.534 1.635
H -0.335 1.965 1.642
H 0.882 2.711 0.377
H 0.516 -1.993 -2.514
H -0.241 -0.751 -2.667
```

HOMO-LUMO gap (spin up / spin down) in eV: 6.598 / 6.488
HOMO level (spin up / spin down) in eV: -5.880 / -9.480
Lowest unoccupied orbital energy (spin up / spin down) in eV: 0.717 / -2.991
2S+1: 3


# 2
C4H7NO2S | ωB97M-V/def2-TZVPD

The geometry in XYZ format:
```
15
C4H7NO2S | OMol25 | ωB97M-V/def2-TZVPD
C -2.733 1.084 0.337
C -1.451 0.248 0.525
S -1.233 -1.335 -0.234
C -0.422 0.214 -0.549
C 0.987 0.498 -0.207
O 1.527 1.559 -0.373
N 1.649 -0.572 0.266
O 2.993 -0.371 0.439
H -3.524 0.681 0.986
H -3.091 1.006 -0.733
H -2.491 2.151 0.538
H -1.185 0.127 1.561
H -0.678 0.700 -1.482
H 1.525 -1.524 -0.101
H 3.183 0.457 -0.055
```

HOMO-LUMO gap in eV: 9.993
HOMO level in eV: -9.326
Structure (SMILES): C[C@H]1S[C@@H]1C(=O)NO
Lowest unoccupied orbital energy in eV: 0.667


# 3
C4H7NO3 | ωB97M-V/def2-TZVPD

The geometry in XYZ format:
```
15
C4H7NO3 | OMol25 | ωB97M-V/def2-TZVPD
C -1.927 0.808 0.498
O -2.257 -0.273 -0.256
C -1.647 -1.480 -0.236
N -0.383 -1.658 -0.133
O 0.298 -0.471 -0.208
C 1.692 -0.550 0.002
C 2.270 0.764 -0.392
O 2.306 -1.419 0.548
H -2.800 1.428 0.626
H -1.217 1.347 -0.078
H -1.381 0.419 1.402
H -2.323 -2.307 -0.425
H 1.777 1.517 0.221
H 2.216 1.106 -1.403
H 3.376 0.771 -0.165
```

HOMO-LUMO gap in eV: 10.516
HOMO level in eV: -9.724
Structure (SMILES): CO/C=N\OC(C)=O
Lowest unoccupied orbital energy in eV: 0.792


# 4
C4H7NO3 | ωB97M-V/def2-TZVPD

The geometry in XYZ format:
```
15
C4H7NO3 | OMol25 | ωB97M-V/def2-TZVPD
O -1.292 1.837 -0.060
C -1.302 0.662 0.175
N -2.221 -0.111 -0.300
O -2.045 -1.581 0.139
C 0.061 0.066 0.800
C 1.138 0.852 0.070
C 1.811 -0.466 -0.406
O 0.588 -1.136 0.089
H -3.211 0.064 -0.588
H -0.980 -1.587 -0.165
H 0.247 -0.158 1.851
H 1.925 1.613 0.654
H 0.646 1.540 -0.833
H 1.874 -0.665 -1.453
H 2.762 -0.930 0.028
```

HOMO-LUMO gap in eV: 10.675
HOMO level in eV: -9.842
Structure (SMILES): O=C(NO)[C@@H]1CCO1
Lowest unoccupied orbital energy in eV: 0.833


# 5
C4H7NO3 | ωB97M-V/def2-TZVPD

The geometry in XYZ format:
```
15
C4H7NO3 | OMol25 | ωB97M-V/def2-TZVPD
C -1.776 0.425 0.685
C -0.602 0.959 -0.124
C 0.479 1.575 0.732
O 0.596 2.766 0.844
N 0.048 -0.118 -0.920
C 0.401 -1.327 -0.403
O 0.709 -1.562 0.735
O 0.373 -2.359 -1.307
H -2.397 -0.247 0.092
H -2.514 1.196 0.865
H -1.457 -0.031 1.620
H -1.018 1.629 -0.849
H 1.049 0.927 1.406
H -0.201 -0.107 -1.895
H -0.293 -2.243 -1.999
```

HOMO-LUMO gap in eV: 10.078
HOMO level in eV: -9.856
Structure (SMILES): C[C@@H](C=O)NC(=O)O
Lowest unoccupied orbital energy in eV: 0.222


# 6
C4H7NO3 | ωB97M-V/def2-TZVPD

The geometry in XYZ format:
```
15
C4H7NO3 | OMol25 | ωB97M-V/def2-TZVPD
N -0.528 -1.425 1.098
C -0.137 -0.414 0.235
C 1.146 -0.085 0.467
C 1.603 1.265 0.018
O 2.604 1.816 0.497
O 0.821 1.788 -0.919
C -1.255 0.043 -0.699
O -1.978 -1.071 -1.076
H -1.533 -1.744 1.141
H 0.007 -1.562 1.977
H 1.854 -0.613 1.122
H 1.369 2.579 -1.173
H -0.620 0.568 -1.446
H -1.905 0.717 -0.123
H -1.448 -1.860 -1.119
```

HOMO-LUMO gap in eV: 9.206
HOMO level in eV: -8.640
Structure (SMILES): N/C(=C/C(=O)O)CO
Lowest unoccupied orbital energy in eV: 0.565


# 7
C4H7NO3 | ωB97M-V/def2-TZVPD

The geometry in XYZ format:
```
15
C4H7NO3 | OMol25 | ωB97M-V/def2-TZVPD
H -0.067 -0.303 -2.901
N 0.126 -0.139 -1.919
C -0.857 -0.393 -1.136
O -2.081 -0.688 -1.607
C -0.738 -0.199 0.299
O -1.976 -0.223 0.958
C 0.411 0.099 0.915
C 1.239 -0.028 1.922
H -2.686 -0.758 -0.850
H -1.847 -0.496 1.870
H 1.370 -0.980 2.417
H 1.833 0.806 2.269
O 1.627 1.368 -0.459
H 2.542 1.080 -0.554
H 1.105 0.853 -1.223
```

HOMO-LUMO gap in eV: 9.028
HOMO level in eV: -8.475
Structure (SMILES): [H]/N=C(\O)C(O)=C=C.O
Lowest unoccupied orbital energy in eV: 0.553


# 8
C4H7NO3 | ωB97M-V/def2-TZVPD

The geometry in XYZ format:
```
15
C4H7NO3 | OMol25 | ωB97M-V/def2-TZVPD
C 0.525 0.888 -1.327
N 0.532 0.322 0.090
C 0.409 1.371 1.148
C 0.186 -0.997 0.605
C -1.049 -1.411 -0.215
O -0.422 -1.735 -1.420
O -2.231 -1.391 -0.079
O -0.178 1.793 -1.680
H 1.474 0.268 -1.740
H 0.927 1.317 2.066
H 0.673 2.369 0.783
H -0.631 1.231 1.593
H 0.983 -1.689 0.778
H -0.329 -0.758 1.661
H -0.869 -1.580 -2.263
```

Charge: +1
HOMO-LUMO gap (spin up / spin down) in eV: 11.174 / 7.330
HOMO level (spin up / spin down) in eV: -15.831 / -15.847
Lowest unoccupied orbital energy (spin up / spin down) in eV: -4.657 / -8.517
2S+1: 2


# 9
C4H7NO4 | ωB97M-V/def2-TZVPD

The geometry in XYZ format:
```
16
C4H7NO4 | OMol25 | ωB97M-V/def2-TZVPD
C 1.865 0.813 0.075
C -1.406 -1.545 0.380
N 1.692 -0.152 -0.804
C -0.340 1.030 0.761
C -0.562 -0.614 -0.440
O 0.919 -1.157 -0.357
O -0.924 2.027 0.069
O -0.314 0.997 1.958
O -0.868 -0.145 -1.528
H -0.992 1.717 -0.854
H 1.569 0.061 -1.792
H 1.945 0.530 1.112
H 2.274 1.753 -0.275
H -2.405 -1.121 0.472
H -1.478 -2.500 -0.145
H -0.976 -1.695 1.368
```

HOMO-LUMO gap in eV: 7.269
HOMO level in eV: -8.328
Lowest unoccupied orbital energy in eV: -1.059


# 10
C4H7NO4 | ωB97M-V/def2-TZVPD

The geometry in XYZ format:
```
16
C4H7NO4 | OMol25 | ωB97M-V/def2-TZVPD
C -1.915 0.349 -1.386
C -1.047 -0.576 -0.957
O -0.275 -0.421 0.140
C -0.697 0.656 0.958
C -1.007 1.864 0.093
O -2.075 1.572 -0.797
H -2.562 0.196 -2.250
H -0.912 -1.527 -1.478
H -1.594 0.349 1.521
H 0.106 0.866 1.669
H -1.325 2.715 0.698
H -0.112 2.146 -0.486
O 3.246 -0.730 0.489
N 2.339 -1.393 0.118
O 1.276 -1.286 1.000
H 0.631 -1.822 0.593
```

HOMO-LUMO gap in eV: 9.176
HOMO level in eV: -8.542
Structure (SMILES): C1=COCCO1.O=NO
Lowest unoccupied orbital energy in eV: 0.634


# 11
C4H7NO5 | ωB97M-V/def2-TZVPD

The geometry in XYZ format:
```
17
C4H7NO5 | OMol25 | ωB97M-V/def2-TZVPD
N -0.290 0.420 1.699
C -0.384 0.343 0.164
O -0.376 1.482 -0.345
C 0.766 -0.740 -0.253
C 2.400 -0.489 -0.422
O 3.271 -1.253 -0.118
O 2.497 0.813 -0.639
C -1.635 -0.424 -0.402
O -2.115 -0.048 -1.585
O -2.297 -1.323 0.378
H 0.568 0.629 2.122
H -0.615 1.600 1.713
H -1.192 1.816 -0.870
H 0.445 -1.073 -1.137
H 0.368 -1.422 0.515
H 1.587 1.253 -0.593
H -2.998 -1.584 -0.225
```

HOMO-LUMO gap in eV: 10.384
HOMO level in eV: -10.167
Structure (SMILES): N[C@@](O)(CC(=O)O)C(=O)O
Lowest unoccupied orbital energy in eV: 0.218


# 12
C4H7NOS | ωB97M-V/def2-TZVPD

The geometry in XYZ format:
```
14
C4H7NOS | OMol25 | ωB97M-V/def2-TZVPD
C 0.692 2.333 0.589
C -0.209 1.354 0.886
C 0.004 -0.032 0.318
S -0.301 -1.355 1.447
N -0.002 -0.206 -0.965
C -0.068 -1.483 -1.507
O 0.185 0.856 -1.841
H 0.637 3.216 1.206
H 1.842 2.353 -0.023
H -0.815 1.443 1.691
H 1.044 -1.892 -1.142
H -0.889 -2.102 -1.025
H -0.416 -1.461 -2.706
H -0.571 1.687 -1.396
```

HOMO-LUMO gap in eV: 8.191
HOMO level in eV: -8.102
Structure (SMILES): C=CC(=S)N(C)O
Lowest unoccupied orbital energy in eV: 0.089


The following energy above the lowest of the compared OMol25 structures with the same formula, charge and spin values (in eV) correspond, in order, to the records above: 2.289, 2.806, 3.845, 6.054, 1.363, 2.174, 3.872, 2.095, 5.209, 6.495, 3.931, 5.894.
The following total energy values (in Eh) correspond, in order, to the records above: -361.5901, -759.9734, -437.0021, -436.9209, -437.0933, -437.0635, -437.0011, -436.6887, -512.1910, -512.1438, -587.4747, -684.5905.